Record 1
This record from the OMol25 dataset describes an isolated ion of composition C11H14N4 and charge +2 at a distorted geometry. The level of theory is ωB97M-V/def2-TZVPD.

Each line ends with the Löwdin charge.
Atoms and positions in Å:
N (0.80, -1.02, 0.29)  -0.04
N (-1.35, -0.02, 0.02)  0.07
N (-6.62, 0.18, 0.24)  0.29
N (0.84, 1.06, -0.43)  -0.07
C (0.29, -2.33, 0.81)  0.05
C (-1.97, 0.21, -1.20)  0.08
C (-3.42, -0.33, 1.15)  0.06
C (-4.10, -0.05, 0.02)  -0.13
C (2.20, -0.59, 0.55)  -0.03
C (-5.49, 0.05, 0.13)  -0.12
C (-3.39, 0.18, -1.22)  0.13
C (0.37, 2.28, -0.98)  0.01
C (-2.07, -0.21, 1.13)  0.03
C (2.20, 0.68, -0.33)  -0.08
C (0.08, 0.01, -0.06)  -0.18
H (2.30, -0.34, 1.66)  0.16
H (-3.95, 0.06, -2.15)  0.15
H (0.78, -3.05, 0.14)  0.12
H (-0.77, -2.48, 0.68)  0.09
H (-1.33, 0.34, -2.04)  0.14
H (-1.59, -0.45, 2.02)  0.15
H (2.98, -1.38, 0.26)  0.18
H (-3.75, -0.44, 2.14)  0.16
H (-0.21, 2.69, -0.17)  0.11
H (-0.34, 2.16, -1.84)  0.12
H (2.77, 1.57, 0.12)  0.18
H (2.65, 0.47, -1.22)  0.11
H (0.61, -2.30, 1.86)  0.12
H (1.21, 2.99, -0.97)  0.14

total charge	+2
HOMO energy	-17.3	eV
frontier orbital gap	7.9	eV

=====

Record 2
This record from the OMol25 dataset describes C11H14N4O9P2PdSSe2Te2 as an isolated structure. The level of theory is ωB97M-V/def2-TZVPD.

Each line ends with the Mulliken spin population.
Atoms and positions in Å:
Te (0.17, 0.05, 4.71)  0.31
Te (2.89, -0.50, 3.56)  0.58
Pd (0.48, -1.05, 2.13)  1.19
Se (2.78, -2.38, 2.10)  0.84
Se (0.61, 2.38, 4.74)  0.73
S (3.05, 2.41, -6.16)  0.00
P (-1.77, -2.76, 3.64)  0.00
P (-1.92, -1.64, 0.85)  -0.01
O (-2.01, -4.26, 4.22)  0.00
O (-0.69, -2.25, 0.22)  0.06
O (4.36, 3.00, -6.29)  0.00
O (-2.42, -1.73, 4.47)  0.00
O (-1.71, -0.40, 1.68)  0.06
O (2.08, 2.77, -7.18)  0.00
O (-3.10, -1.45, -0.20)  0.01
O (-0.28, -2.72, 3.36)  0.06
O (3.03, 1.01, -5.75)  0.00
N (1.02, 0.44, 0.69)  0.14
N (2.16, 2.55, -3.61)  0.00
N (-1.85, -4.27, 1.42)  0.00
N (2.25, 4.61, -4.75)  0.00
C (2.41, 3.28, -4.69)  0.00
C (1.48, 2.26, -1.37)  -0.01
C (1.82, 5.21, -3.66)  0.00
C (1.73, 3.17, -2.52)  0.00
C (0.57, 1.70, 0.78)  0.01
C (1.69, 0.08, -0.42)  0.00
C (-4.03, -3.17, 2.02)  0.00
C (1.93, 0.94, -1.46)  0.02
C (1.53, 4.53, -2.48)  0.00
C (0.78, 2.63, -0.22)  -0.01
C (-2.52, -3.01, 1.97)  0.01
H (2.02, -0.95, -0.47)  0.00
H (-4.32, -3.99, 2.69)  0.00
H (-1.24, -4.69, 2.11)  0.00
H (2.45, 0.63, -2.36)  0.00
H (1.19, 5.06, -1.60)  0.00
H (-4.45, -3.35, 1.03)  0.00
H (-2.56, -4.25, 5.02)  0.00
H (-4.47, -2.26, 2.41)  0.00
H (-2.53, -4.97, 1.12)  0.00
H (-1.25, -3.95, 0.63)  0.00
H (0.38, 3.62, -0.10)  0.00
H (-3.43, -0.55, -0.26)  0.00
H (1.70, 6.29, -3.72)  0.00
H (-0.01, 1.94, 1.66)  0.00

total charge	0
HOMO energy (spin up / spin down)	-7.1 / -7.1	eV
2S+1	5
⟨S²⟩	6.054
frontier orbital gap (spin up / spin down)	3.8 / 2.6	eV

=====

Record 3
This record from the OMol25 dataset describes an isolated ion of composition C11H14NOS and charge +1 at a distorted geometry. The level of theory is ωB97M-V/def2-TZVPD.

Each line ends with the Löwdin charge.
Atoms and positions in Å:
S (-0.14, -4.68, -0.51)  0.71
O (0.65, 0.17, 2.06)  0.05
N (-0.31, -1.04, 0.28)  -0.04
C (0.50, 3.74, -0.28)  -0.05
C (0.11, 3.64, -1.68)  -0.06
C (-0.29, -2.99, -1.22)  -0.54
C (-0.27, 1.29, -1.33)  -0.01
C (-0.28, 2.42, -2.17)  -0.07
C (0.59, -1.96, -0.40)  -0.20
C (0.47, 2.63, 0.50)  -0.04
C (0.13, -1.05, 2.67)  -0.09
C (-0.71, -1.63, 1.58)  -0.09
C (0.23, 1.35, -0.01)  -0.19
C (0.22, 0.25, 0.77)  -0.19
H (-1.13, -0.85, -0.32)  0.17
H (-0.49, -2.78, 1.55)  0.14
H (-1.73, -1.39, 1.89)  0.15
H (-1.30, -2.59, -1.15)  0.08
H (1.32, -2.42, 0.30)  0.14
H (-0.44, -0.87, 3.55)  0.14
H (0.89, 2.78, 1.53)  0.14
H (-0.04, -2.85, -2.24)  0.06
H (0.16, 4.55, -2.31)  0.12
H (0.88, -1.79, 2.82)  0.12
H (-0.55, 0.32, -1.73)  0.10
H (-0.63, 2.39, -3.21)  0.12
H (0.79, 4.80, 0.14)  0.16
H (1.34, -1.41, -1.08)  0.17

total charge	+1
HOMO energy (spin up / spin down)	-12.9 / -10.8	eV
frontier orbital gap (spin up / spin down)	8.6 / 5.0	eV

=====

Record 4
This record from the OMol25 dataset describes an isolated ion of composition C11H14NS and charge +1 at a distorted geometry. The level of theory is ωB97M-V/def2-TZVPD.

Each line ends with the Löwdin charge.
Atoms and positions in Å:
S (0.29, -2.03, -0.59)  1.05
N (-1.49, 1.11, -0.50)  0.07
C (2.86, 1.73, 0.53)  -0.06
C (-1.43, 0.60, -1.88)  0.00
C (1.50, 1.70, 0.65)  -0.04
C (-1.03, -1.25, 0.32)  -0.66
C (0.77, 0.47, 0.35)  -0.18
C (1.41, -0.66, -0.29)  -0.42
C (-1.55, -1.85, 1.61)  -0.08
C (-2.35, -1.85, 0.35)  -0.14
C (-0.70, 0.29, 0.53)  -0.21
C (2.79, -0.55, -0.48)  -0.07
C (3.52, 0.57, -0.03)  -0.02
H (-1.28, 1.44, -2.49)  0.08
H (-1.73, -1.08, 2.38)  0.12
H (-1.16, -2.77, 2.07)  0.13
H (-0.54, 0.00, -2.13)  0.09
H (-2.34, 1.29, 0.09)  0.21
H (-0.95, 1.97, -0.45)  0.17
H (-2.34, 0.02, -2.23)  0.14
H (3.37, 2.64, 0.77)  0.10
H (3.28, -1.33, -1.05)  0.11
H (1.07, 2.59, 1.16)  0.13
H (-3.42, -1.47, 0.08)  0.16
H (-2.30, -2.73, -0.17)  0.07
H (4.58, 0.49, -0.12)  0.10
H (-0.82, 0.65, 1.54)  0.15

total charge	+1
HOMO energy	-11.8	eV
frontier orbital gap	8.6	eV

=====

Record 5
This record from the OMol25 dataset describes one molecule with the formula C11H14O2S at a distorted geometry. The level of theory is ωB97M-V/def2-TZVPD.

Each line ends with the Löwdin charge.
Atoms and positions in Å:
S (-0.01, 1.77, -2.49)  0.84
O (-0.02, -0.54, -1.10)  -0.08
O (-1.56, 0.49, 0.99)  -0.03
C (-1.81, -1.71, 1.91)  -0.02
C (-1.38, 1.28, -0.15)  -0.16
C (2.50, 0.84, -0.83)  -0.08
C (-0.77, -3.62, 0.82)  -0.09
C (1.32, 2.91, -0.05)  -0.10
C (-0.56, -1.41, -0.11)  -0.18
C (1.26, 1.41, -0.06)  -0.42
C (-1.62, -3.12, 1.86)  -0.07
C (-0.32, -2.77, -0.16)  -0.04
C (-1.28, -0.86, 0.95)  -0.23
C (0.00, 0.97, -0.79)  -0.61
H (2.59, 1.17, -1.83)  0.04
H (0.12, -3.08, -1.07)  0.11
H (-1.22, 1.18, -2.82)  -0.08
H (-0.55, -4.68, 0.59)  0.11
H (0.54, 3.53, 0.50)  0.11
H (3.46, 1.09, -0.25)  0.11
H (-2.20, -3.77, 2.49)  0.09
H (-2.38, -1.15, 2.85)  0.17
H (2.48, -0.27, -0.79)  0.09
H (1.37, 0.75, 0.82)  0.15
H (-2.20, 1.00, -0.85)  0.14
H (1.38, 3.05, -1.10)  0.01
H (-1.43, 2.28, 0.20)  0.11
H (2.28, 3.26, 0.48)  0.11

total charge	0
HOMO energy	-8.4	eV
frontier orbital gap	9.0	eV

=====

Record 6
This record from the OMol25 dataset describes an isolated ion of composition C11H15BFN2O3 and charge -1 at a distorted geometry. The level of theory is ωB97M-V/def2-TZVPD.

Each line ends with the Löwdin charge.
Atoms and positions in Å:
F (2.63, 1.98, -0.03)  -0.06
O (-2.34, -0.60, 1.46)  -0.02
O (-1.44, 1.33, 2.17)  -0.01
O (0.02, -1.17, -1.73)  0.13
N (0.41, 1.37, 0.24)  0.10
N (2.32, -2.61, 2.69)  0.03
C (-2.81, 1.20, -1.33)  -0.10
C (0.51, -2.26, 1.13)  0.00
C (-2.33, -0.25, -1.42)  -0.15
C (-0.28, 0.07, 0.48)  -0.25
C (1.34, 2.00, -1.97)  -0.03
C (-1.49, 0.30, 1.48)  -0.70
C (1.62, -0.38, 2.06)  0.01
C (1.54, 1.29, -0.65)  -0.41
C (1.36, -3.06, 1.88)  -0.16
C (0.63, -0.88, 1.21)  -0.14
C (2.42, -1.28, 2.76)  -0.16
B (-0.86, -0.49, -0.90)  -0.45
H (2.25, 1.91, -2.56)  0.08
H (1.75, 0.69, 2.18)  0.11
H (-2.44, -0.58, -2.46)  0.09
H (-3.89, 1.24, -1.47)  0.07
H (-2.37, 1.84, -2.10)  0.07
H (-2.99, -0.87, -0.82)  0.10
H (1.25, -4.14, 1.82)  0.09
H (-2.62, 1.65, -0.35)  0.07
H (1.19, 3.06, -1.79)  0.08
H (-0.49, -1.61, -2.41)  0.09
H (3.18, -0.88, 3.43)  0.09
H (-0.25, -2.71, 0.51)  0.11
H (0.53, 1.56, -2.54)  0.07
H (-0.27, 1.98, -0.20)  0.11
H (1.89, 0.28, -0.79)  0.14

total charge	-1
HOMO energy	-4.7	eV
frontier orbital gap	7.4	eV

=====

Record 7
This record from the OMol25 dataset describes C11H15BMnN6O2 as an isolated structure at a distorted geometry. The level of theory is ωB97M-V/def2-TZVPD.

Each line ends with the Mulliken spin population.
Atoms and positions in Å:
Mn (-0.76, 0.11, 1.00)  4.76
O (0.01, -1.85, 3.07)  0.02
O (-1.69, -1.78, 1.55)  0.01
N (1.03, 1.64, -0.47)  0.03
N (0.34, 1.49, 0.74)  -0.01
N (1.02, -1.12, 0.36)  -0.02
N (-1.30, -0.10, -0.78)  -0.08
N (-0.47, 0.20, -1.84)  0.02
N (1.57, -0.73, -0.88)  -0.01
C (1.73, -2.24, 0.69)  0.02
C (2.68, -2.56, -0.29)  0.01
C (-2.51, -0.44, -1.30)  0.02
C (0.54, 2.60, 1.49)  0.07
C (1.68, 2.80, -0.43)  0.07
C (2.53, -1.59, -1.28)  0.01
C (-1.07, -2.39, 2.46)  0.00
C (-1.14, 0.06, -2.99)  0.03
C (-2.18, 1.04, 1.56)  -0.03
C (-2.45, -0.34, -2.70)  0.00
C (1.42, 3.45, 0.78)  -0.01
B (1.01, 0.55, -1.58)  -0.01
H (-2.63, 0.35, 2.31)  0.03
H (0.00, 2.69, 2.42)  0.00
H (-1.92, 2.10, 1.74)  0.02
H (2.29, 3.05, -1.28)  0.00
H (3.08, -1.41, -2.25)  0.00
H (3.42, -3.40, -0.26)  0.00
H (-3.32, -0.69, -0.64)  0.01
H (-1.34, -3.38, 2.80)  0.00
H (1.82, 4.40, 1.10)  0.00
H (1.59, 0.84, -2.58)  0.00
H (-3.02, 0.88, 0.89)  0.02
H (-0.64, 0.29, -3.91)  0.00
H (-3.26, -0.49, -3.38)  0.00
H (0.35, -1.33, 2.22)  0.01
H (1.58, -2.71, 1.66)  0.00

total charge	0
HOMO energy (spin up / spin down)	-4.7 / -8.3	eV
2S+1	6
⟨S²⟩	8.771
frontier orbital gap (spin up / spin down)	5.4 / 8.9	eV

=====

Record 8
This record from the OMol25 dataset describes C11H15BN6O2V as an isolated structure at a distorted geometry. The level of theory is ωB97M-V/def2-TZVPD.

Each line ends with the Mulliken spin population.
Atoms and positions in Å:
V (2.31, 0.73, 1.11)  2.87
O (0.98, -0.45, 2.26)  0.00
O (2.43, 1.08, 2.99)  0.03
N (1.24, 1.92, -0.04)  -0.06
N (-1.48, -0.01, -1.76)  0.00
N (0.60, 1.76, -1.28)  0.02
N (1.16, -0.58, -1.39)  0.02
N (1.84, -0.63, -0.18)  -0.05
N (-1.89, -0.21, -0.45)  0.00
C (-3.65, -0.62, -1.75)  0.00
C (1.77, -1.43, -2.22)  0.03
C (1.13, 3.92, -1.07)  0.00
C (-2.56, -0.27, -2.57)  0.00
C (-2.16, -2.30, 4.13)  0.00
C (2.65, -2.24, -1.50)  0.01
C (1.39, 0.32, 3.17)  0.02
C (-3.16, -0.57, -0.42)  0.00
C (1.39, 3.27, 0.14)  0.02
C (0.69, 2.92, -1.94)  0.03
C (2.61, -1.76, -0.18)  0.03
B (0.12, 0.43, -1.92)  0.02
H (2.98, -2.14, 0.76)  0.00
H (-2.76, -2.83, 3.39)  0.00
H (-2.54, -0.20, -3.65)  0.00
H (0.86, 0.37, 4.11)  0.00
H (0.24, 0.51, -3.13)  0.00
H (1.49, -1.36, -3.25)  0.00
H (3.21, -3.07, -1.88)  0.00
H (1.21, 4.98, -1.28)  0.00
H (-1.42, -1.69, 3.62)  0.00
H (-3.67, -0.77, 0.51)  0.00
H (-2.77, -1.72, 4.75)  0.00
H (-4.65, -0.88, -2.01)  0.00
H (0.44, 2.94, -2.99)  0.00
H (1.61, 3.63, 1.15)  0.00
H (-1.65, -3.06, 4.73)  0.00

total charge	0
HOMO energy (spin up / spin down)	-7.6 / -8.3	eV
2S+1	4
⟨S²⟩	3.759
frontier orbital gap (spin up / spin down)	7.7 / 8.0	eV